1.
12
Properties=species:S:1:pos:R:3 method="wB97M-V/def2-TZVPD" homo_ev="-7.81 / -9.82" orbital_gap_ev="7.03 / 10.62" total_charge=0 e_above_lowest_ev=0.000 lumo_ev="-0.78 / 0.79"
N -0.017 -0.397 0.862
F -4.193 0.824 -0.367
N 0.377 -0.361 -0.398
C -2.996 0.526 0.074
F -3.636 -1.813 0.376
F -2.069 -1.322 -1.191
H -0.471 0.484 1.071
F -2.855 0.997 1.376
H 0.740 -1.247 -0.665
C -2.615 -0.938 0.027
F -2.051 1.222 -0.650
H 0.298 0.520 -0.976

2.
8
Properties=species:S:1:pos:R:3 method="wB97M-V/def2-TZVPD" homo_ev="-8.35 / -8.35" orbital_gap_ev="8.08 / 8.08" total_charge=0 e_above_lowest_ev=3.756 lumo_ev="-0.27 / -0.27"
C -0.653 1.222 0.610
N 0.365 -1.613 -0.181
H -1.585 0.696 0.936
H -0.700 1.609 -0.375
I 0.456 2.556 1.802
F 0.885 -0.928 2.060
H 0.463 -2.707 -0.370
C 0.498 -0.886 0.806

3.
8
Properties=species:S:1:pos:R:3 method="wB97M-V/def2-TZVPD" homo_ev="-6.99 / -7.28" orbital_gap_ev="6.80 / 7.44" total_charge=0 e_above_lowest_ev=1.818 lumo_ev="-0.19 / 0.16"
C 1.742 0.372 -0.006
F -3.178 -0.868 0.089
H 2.454 0.633 0.829
H 2.411 0.429 -0.986
H -0.810 -1.228 -0.034
C 0.491 0.181 0.162
N -0.781 -0.120 -0.038
P -2.328 0.601 -0.016